The following is a DFT calculation (ωB97M-V/def2-TZVPD) of a structure of composition C30H51NP2W.

Each line ends with the Mulliken spin population.
Geometry (Å):
H (2.1376, -3.6378, -0.2541)  0.000
H (-3.8956, 0.3400, -2.8895)  0.000
C (2.4306, 0.3255, 4.3621)  0.322
H (-3.7780, -5.4003, -0.8054)  0.000
H (-1.8812, -2.2467, -4.7770)  0.000
H (-4.5876, -1.7048, -2.9687)  0.000
H (-1.1975, -4.4781, -3.2484)  0.000
H (-5.1381, -3.7620, 0.1041)  0.000
C (3.6433, -0.0535, 5.0148)  0.136
C (2.0519, -1.6489, 5.2653)  0.355
H (3.0446, -3.0746, 3.3384)  0.005
H (-5.2438, -3.7814, -3.7559)  0.000
H (-0.0838, 1.0211, 0.6288)  -0.056
C (-0.8994, 0.0998, -1.1261)  0.006
C (1.5981, -0.3982, -0.9583)  0.001
H (1.3233, 2.1143, 3.9592)  0.025
C (-4.0928, -3.4243, 0.0318)  0.001
H (-3.3188, -4.8007, -4.3634)  0.000
H (-5.2142, -4.4356, -2.1432)  0.000
H (-0.2064, -1.3336, 3.8243)  -0.013
C (1.1469, -3.3923, 0.1276)  0.005
H (-2.9283, -0.8217, -4.6195)  0.000
H (1.6296, -2.7156, -2.7741)  0.000
H (1.3164, -3.5795, 4.7346)  0.031
H (-1.2728, 1.8931, 3.4710)  0.012
H (0.6423, -4.3249, 0.4014)  0.000
H (-1.7143, -2.3305, 3.8901)  0.023
H (3.0755, 2.2066, 3.6695)  0.001
H (4.0626, -1.9327, 6.1852)  -0.001
C (-3.3776, -4.7802, -3.2690)  0.000
H (0.5395, -2.8887, -0.6318)  -0.003
H (-1.0302, -2.5115, 1.2048)  0.038
C (-4.5888, -3.9023, -2.8730)  0.000
C (-3.1790, -4.6121, -0.3365)  -0.002
H (1.8941, 0.6564, -1.0808)  -0.001
H (-3.9378, 0.1481, 4.0941)  0.007
C (-1.4111, 0.9197, 3.9585)  0.062
H (2.3644, -1.0036, -1.4590)  0.000
C (-1.9005, -1.1820, -4.5131)  0.000
H (3.2951, -3.8080, 1.7517)  0.001
C (-4.1507, -2.5201, -2.3916)  0.004
C (-1.9324, -0.0918, -2.1155)  -0.018
H (-0.5705, -3.7236, 2.4457)  0.003
H (-3.5900, 0.9148, -1.2136)  -0.001
H (2.0548, -4.4717, 2.8312)  0.001
H (-0.4529, 0.5589, 4.3571)  -0.003
N (1.4897, -0.6409, 4.5428)  -0.084
H (-3.5325, -5.8248, -2.9449)  0.000
H (-1.2645, -0.6526, -5.2313)  0.000
C (1.3608, -2.9030, 5.6013)  0.033
C (-2.0931, -4.2217, -2.6835)  0.001
C (-3.9782, -2.2798, -0.9247)  -0.003
H (1.9106, -3.4244, 6.3910)  0.002
C (-3.6845, -0.6264, 3.3619)  0.058
C (-0.1051, -1.4486, -2.6289)  0.004
H (-4.4189, -0.5969, 2.5456)  0.001
H (-2.8134, -5.0589, 0.5990)  0.000
H (-3.6979, -1.6176, 3.8272)  0.014
C (-1.3603, -0.9420, -3.1543)  -0.005
H (0.4134, -3.0343, -4.0105)  0.000
H (-1.8302, 1.1981, 0.4639)  0.002
C (2.5266, -3.5456, 2.4925)  -0.003
H (-0.7209, 2.1674, -0.5352)  -0.001
C (-0.4761, -2.6648, 2.1525)  -0.039
W (-2.2083, -2.3782, -1.8655)  0.009
H (-2.8612, 1.7552, -2.5916)  0.000
C (-3.1450, 0.7594, -2.2091)  -0.007
C (-1.9696, -4.2543, -1.1912)  0.000
P (1.3473, -2.3770, 1.6502)  0.014
H (0.3376, -2.7248, 5.9497)  0.013
H (1.4283, -1.5642, -4.1052)  0.000
P (-2.0222, -0.2364, 2.6826)  0.604
C (3.4046, -1.3119, 5.5902)  0.109
C (2.1958, 1.5553, 3.5860)  0.024
H (-2.1848, 0.9862, 4.7324)  0.018
C (-0.8905, 1.1675, -0.0999)  0.152
C (-1.0413, -1.7579, 3.2330)  0.129
H (-3.8653, -3.0787, 1.0461)  0.004
H (4.5329, 0.5680, 5.0479)  0.003
C (0.2329, -0.6389, -1.4974)  -0.026
H (2.0389, 1.3257, 2.5168)  0.030
H (-1.0172, -4.6247, -0.8120)  0.000
H (1.6501, -0.6176, 0.1249)  0.000
C (0.8857, -2.2364, -3.4230)  0.000
H (-4.3706, -1.3404, -0.5337)  0.001

Forces on atoms 1 to 2 (eV/Å):
H -0.086 0.031 -0.220
H 0.098 0.227 0.245

Output
Spin multiplicity: 3
Total charge: +2
Gap between HOMO and LUMO (spin up / spin down) in eV: 6.30 / 3.93

The following is a DFT calculation (ωB97M-V/def2-TZVPD) of the ion C3H2N3OS2 with charge +1.

Each line ends with the Mulliken charge.
Geometry (Å):
S (2.7692, 0.6275, -0.0834)  0.091
H (-2.5896, -0.4055, -0.5584)  0.393
O (-1.7924, -1.0112, -0.3730)  -0.516
N (-1.3638, 3.3044, 0.1297)  -0.613
H (0.2501, -2.1979, -0.0617)  0.388
C (-0.6791, 1.0408, 0.2520)  -0.137
N (-1.1828, 2.1784, 0.2071)  0.575
C (-0.7223, -0.2777, 0.0184)  0.509
S (3.2052, -1.4780, 0.2101)  0.007
C (1.6631, -0.6517, 0.0929)  0.483
N (0.4423, -1.1291, 0.1662)  -0.178

Forces on atoms 1 to 2 (eV/Å):
S -1.151 -0.610 0.269
H 1.779 -1.279 0.499

Output
Total charge: +1
Gap between HOMO and LUMO in eV: 7.14

The following is a DFT calculation (ωB97M-V/def2-TZVPD) of a structure of composition C41H36N5NbO4P2.

Each line ends with the Mulliken charge.
Geometry (Å):
H (-7.2190, 3.1919, 24.6523)  0.293
C (-3.0366, 2.6180, 23.6650)  -0.593
Nb (-5.6993, -1.9381, 22.9826)  0.229
H (-8.7593, 0.9370, 24.8745)  0.336
H (-5.7113, 1.8101, 21.3181)  -0.208
C (-6.6285, -0.9581, 19.2248)  1.146
C (-0.9228, -2.4957, 21.9023)  -0.590
C (-0.9010, 0.8489, 18.0834)  -0.693
C (-2.1823, 0.3192, 17.9700)  -0.591
O (-6.1475, -2.7725, 24.9528)  -0.817
C (-7.7576, 1.2964, 25.1733)  -0.853
H (-6.5336, -0.2632, 15.8685)  0.520
P (-6.4218, -0.2331, 20.8961)  -0.011
C (-3.6371, 3.5683, 21.5212)  -0.495
H (-8.8218, 3.0405, 25.3788)  0.364
H (-0.3102, 0.8462, 17.1835)  0.428
C (-2.5972, 0.8144, 20.3280)  0.346
C (-3.5125, 2.4468, 22.3433)  0.727
H (-0.2179, -1.7719, 22.2981)  0.428
C (-2.2709, -2.3644, 22.2641)  0.561
H (-7.5367, 3.1244, 26.2910)  0.368
C (-7.9793, 0.6852, 20.8591)  1.410
H (-8.9295, -1.2305, 21.1913)  0.138
C (-9.0900, -0.1228, 20.9890)  -0.304
H (0.3751, -3.6852, 20.7072)  0.489
H (-7.6834, 0.8742, 26.2301)  0.374
H (-2.6305, -0.0077, 17.0079)  0.426
H (-3.9288, 3.4959, 20.4999)  0.543
N (-4.0056, -2.2274, 25.5195)  -0.750
H (-5.0471, -4.6818, 30.7147)  0.411
C (-7.0644, -3.2829, 22.4298)  0.274
C (-2.9282, 4.9780, 23.3499)  -0.509
C (-6.2460, -4.1390, 27.5944)  -0.209
N (-7.7430, -4.2631, 22.3135)  -0.469
H (-3.8117, -4.1586, 19.7613)  0.497
H (-1.3390, -4.6445, 19.2845)  0.446
H (-7.0230, -4.4540, 26.8332)  0.331
C (-5.1628, -4.2158, 29.7522)  -0.372
C (-2.7156, 3.8572, 24.1217)  -0.706
C (-9.3976, 2.6074, 20.6132)  -0.799
C (-3.2718, -2.7016, 21.2602)  0.597
C (-6.4564, -0.2354, 18.0484)  -0.209
C (-5.3218, -3.1656, 27.2112)  0.280
H (-1.8875, -1.6806, 24.2767)  0.562
C (-7.1445, -2.2627, 19.1482)  -0.494
C (-8.1439, 2.0661, 20.6521)  -0.422
H (-3.5699, -2.7409, 30.0450)  0.434
C (-10.4816, 1.8095, 20.8421)  -0.570
H (-3.6685, -1.9468, 27.7275)  0.440
P (-3.6839, 0.8130, 21.7601)  1.466
H (-3.5011, 5.7430, 21.4197)  0.361
H (-8.0777, -3.7520, 17.9150)  0.456
H (-2.6885, 5.9781, 23.7518)  0.400
H (-11.4574, 2.2850, 20.8807)  0.425
O (-6.3826, -0.2587, 23.9929)  -0.410
C (-1.3093, 1.2808, 20.4477)  -0.805
H (-4.0105, -0.2551, 19.0303)  0.229
H (-6.8074, -5.5461, 29.1295)  0.342
H (-6.0807, 0.7944, 18.1369)  0.351
C (-2.6370, -2.0344, 23.6032)  -0.535
H (-11.2144, -0.1840, 21.0859)  0.473
O (-6.2108, 1.9822, 23.4855)  -0.516
C (-7.3272, -2.0448, 16.7406)  -0.460
C (-2.9819, -3.6609, 20.2606)  -0.820
N (-3.8668, -2.1755, 24.1588)  0.266
C (-4.2406, -3.1874, 29.3524)  -0.723
C (-4.2996, -2.7268, 28.0890)  -0.248
H (-7.3096, -2.8277, 20.0167)  0.483
H (-2.2038, 4.0033, 25.0755)  0.435
H (-9.5733, 3.6808, 20.4924)  0.438
C (-7.5970, -2.7739, 17.8803)  -0.932
H (0.5784, 1.5623, 19.4859)  0.520
C (-6.1056, -4.7109, 28.8753)  -0.558
C (-6.7037, -0.7667, 16.7911)  -0.737
C (-10.3257, 0.4390, 21.0349)  -0.774
H (-7.2504, 2.6885, 20.6095)  0.504
H (-0.9846, 1.8925, 21.3047)  0.348
C (-3.0254, 0.2206, 19.0917)  -0.158
C (-3.3488, 4.8374, 22.0583)  -0.839
C (-0.6240, -3.4375, 20.9392)  -0.930
H (-2.8739, 1.7686, 24.3390)  0.397
O (-4.5356, -2.3103, 21.4492)  0.688
N (-7.8276, 2.7964, 25.3803)  -0.158
C (-5.2090, -2.7438, 25.8108)  0.726
N (-5.2989, 0.9786, 20.8997)  -0.166
H (-7.7528, -2.3437, 15.7546)  0.334
C (-6.6603, 0.9946, 24.1505)  0.518
C (-1.6437, -3.9578, 20.0865)  -0.428
C (-0.4275, 1.2344, 19.3356)  -0.699

Forces on atoms 1 to 2 (eV/Å):
H -0.208 0.402 -0.516
C -0.213 -1.106 -0.502

Output
Total charge: +2
Gap between HOMO and LUMO in eV: 5.16

The following is a DFT calculation (ωB97M-V/def2-TZVPD) of an isolated molecule of C6H10O6SSi.

Each line ends with the Mulliken charge.
Geometry (Å):
O (1.3062, 0.4318, -1.5275)  -0.535
H (1.9383, 2.9161, -2.7870)  0.333
C (0.9563, 2.6696, -2.5265)  -1.068
H (2.7754, -2.1025, 1.6328)  0.371
C (2.6817, -1.5380, 0.7638)  -1.227
H (-2.3737, -2.5554, -0.5324)  0.265
S (-0.4902, 2.0411, 2.6453)  -0.379
H (2.9543, -0.5201, 0.6154)  0.319
O (-2.2340, -0.8597, 2.1165)  -0.597
Si (-0.2399, 0.9547, 0.9225)  0.478
H (-3.7385, -2.3346, 0.3500)  0.354
H (0.5526, 2.1265, -3.4646)  0.296
O (0.3526, -2.1063, 0.3171)  -0.537
O (-1.4782, 0.0739, 0.2962)  -0.240
H (-3.1812, -1.2241, -0.9854)  0.327
H (3.0131, -2.0700, -0.0709)  0.359
C (0.8138, 1.5288, -1.4885)  0.858
H (-1.0899, 1.2089, 3.4383)  0.156
C (-2.1852, -0.8601, 0.9094)  1.000
O (0.2048, 1.9592, -0.3264)  -0.355
C (1.1521, -1.3650, 0.7446)  0.879
H (0.3968, 3.5238, -2.2843)  0.310
C (-2.9298, -1.7099, -0.0551)  -1.188
O (0.8425, -0.1886, 1.2966)  -0.176

Forces on atoms 1 to 2 (eV/Å):
O -0.496 0.527 -0.738
H 1.690 0.121 0.116

Output
SMILES: CC(=O)O[Si](S)(OC(C)=O)OC(C)=O
Relative energy (zero: lowest compared OMol25 entry of this formula, charge and spin) in kJ/mol: 0.0
Gap between HOMO and LUMO in eV: 10.60

The following is a DFT calculation (ωB97M-V/def2-TZVPD) of a structure of composition C5H13N2O.

Each line ends with the Mulliken charge.
Geometry (Å):
H (1.1683, -0.3896, 0.8307)  0.417
C (1.9473, 1.3443, 1.8168)  -1.265
C (1.7698, 0.4820, 0.5481)  -0.148
H (2.1236, -0.5739, -1.8498)  0.366
H (2.4768, 2.2580, 1.5792)  0.362
H (2.5978, 0.7792, 2.4801)  0.356
H (2.8204, -1.6868, -0.7392)  0.384
H (-3.3016, 0.4677, -1.2569)  0.090
H (-0.4058, -0.6366, -0.3749)  0.173
H (3.8900, -0.6403, -1.6848)  0.319
H (1.0870, 1.0558, -0.1438)  0.484
C (-4.3543, 0.2503, -1.1682)  -0.856
C (2.9652, -0.6752, -1.1324)  -0.671
N (2.9238, 0.3124, -0.1601)  -0.021
H (-4.8620, 0.2543, -2.1244)  0.305
H (-4.4345, -0.7455, -0.7291)  0.237
H (1.0290, 1.4810, 2.3498)  0.375
N (-1.1489, 0.0179, -0.8773)  -0.669
C (-1.6850, -0.5806, 0.0800)  0.852
O (-2.0217, -1.2482, 0.9625)  -0.355
H (-4.8526, 1.0175, -0.5770)  0.264

Forces on atoms 1 to 2 (eV/Å):
H 0.137 -0.561 -0.729
C 1.059 -0.602 -0.446

Output
Total charge: +1
Relative energy (zero: lowest compared OMol25 entry of this formula, charge and spin) in kJ/mol: 706.5
Gap between HOMO and LUMO in eV: 6.14

The following is a DFT calculation (ωB97M-V/def2-TZVPD) of an isolated molecule of C2H3NO2.

Each line ends with the Mulliken charge.
Geometry (Å):
H (-1.3637, -0.1974, 0.9904)  0.283
C (-0.7525, -0.5009, 0.0326)  -0.714
H (-0.0611, 1.1909, 0.1712)  0.399
C (0.8153, -0.5867, -0.0943)  0.725
H (-1.2733, -0.1873, -0.8457)  0.354
N (0.0570, -1.6550, 0.0752)  -0.529
O (0.9054, 1.6229, -0.2036)  -0.315
O (1.6730, 0.3134, -0.1258)  -0.203

Forces on atoms 1 to 2 (eV/Å):
H 1.437 -0.623 -1.418
C -0.622 2.528 1.912

Output
SMILES: OOC1=NC1
Relative energy (zero: lowest compared OMol25 entry of this formula, charge and spin) in kJ/mol: 704.2
Gap between HOMO and LUMO in eV: 9.57

no.,electronic energy (a.u.)
1,-1977.44768
2,-1150.97513
3,-2897.86779
4,-1373.93614
5,-382.59256
6,-282.98981